Below is a structure of composition C32H32N9O2S2Tc, with properties calculated with ωB97M-V/def2-TZVPD.

Geometry as XYZ:
```
78
Properties=species:S:1:pos:R:3:lowdin_charge:R:1
H 1.27283 2.77487 0.86059 0.110
C -4.47986 1.03410 -2.38665 0.005
C -0.72195 2.94544 -0.93498 -0.075
S 2.49317 0.52062 2.74116 1.009
C -3.28242 0.75385 -3.03087 -0.001
H -1.00179 5.96089 -2.27085 0.129
H -2.67705 -3.93193 2.59156 0.136
H 3.72383 -2.12422 -2.49297 0.131
N -2.16840 0.48792 -0.92950 -0.027
H -0.70923 -2.04960 -2.52770 0.100
C 0.65425 2.69524 1.74085 -0.176
H 5.37751 1.06942 2.04349 0.092
H 0.09789 -4.06100 -5.30771 0.148
C 4.09139 -0.04615 3.39025 -0.461
C -3.32235 0.79390 -0.32105 -0.267
C 1.39620 3.04274 -2.53162 -0.073
O -0.00463 -1.11585 -1.43143 -0.215
H 2.50942 -4.51900 -5.86375 0.139
H -3.05296 -1.56089 0.44076 0.145
H -0.69745 -5.44892 2.82885 0.134
C 1.62592 -2.26025 -2.77044 -0.017
C -2.63831 -1.44753 1.44525 -0.093
H 3.97797 -1.06650 3.75362 0.091
C 2.92393 -2.53532 -3.09371 0.043
N 1.74611 -0.26791 0.29165 -0.219
N -2.11089 -0.07144 1.55204 -0.260
H 1.66120 -2.41532 0.98052 0.089
H -1.20768 0.30328 -2.74772 0.108
N -0.34643 -1.93681 1.20220 0.030
C 0.73612 3.64134 2.74435 -0.020
H -3.21510 0.74005 -4.10896 0.129
N 2.21308 -0.99885 -0.83451 0.015
C -0.60142 -4.47475 2.36939 0.001
C 0.91912 -3.65969 -4.72941 0.081
H 5.98975 -0.53870 2.47534 0.099
C -0.03560 3.48152 3.88366 0.002
C 1.26528 -1.40856 -1.59390 -0.427
H -5.37950 1.23667 -2.95163 0.134
H 4.35219 0.60879 4.22028 0.098
H 1.79780 1.05853 -1.79020 0.089
H -2.06240 5.20905 -1.12904 0.115
C 2.22852 -3.90340 -5.02086 0.006
H -1.57980 2.92077 -0.27862 0.114
H 2.26840 3.07045 -3.17431 0.129
C -1.52302 -2.40379 1.64644 -0.264
C 1.14200 1.91205 -1.77101 -0.107
H -1.46628 2.19493 4.85592 0.137
C -1.69701 -3.63895 2.24131 0.025
C -4.49554 1.05941 -1.00401 0.028
Tc -0.37970 0.11877 0.23779 1.480
S 4.32686 -0.67862 0.78232 1.019
H -1.09112 -0.62295 3.29623 0.142
H -5.40013 1.28492 -0.45579 0.137
C 2.72930 -0.11802 1.14228 -0.891
H -2.91993 1.86517 1.48354 0.141
H -0.00009 4.20916 4.68307 0.134
C 0.59465 -2.83767 -3.60098 -0.184
H 4.27063 -3.54582 -4.44604 0.138
C -3.18952 0.85780 1.15545 -0.092
C 0.61966 -4.02029 1.90073 -0.008
C -0.87447 1.46459 2.93586 -0.279
H 1.40379 4.48263 2.62620 0.130
C 5.09292 0.04050 2.25945 -0.472
C -0.44085 4.08424 -1.72242 -0.338
H -2.55279 0.31712 3.60143 0.155
O -0.65912 -2.64249 -3.34757 0.196
N -1.23191 5.17032 -1.69072 0.178
H 1.51216 -4.62482 1.97557 0.126
N 0.62903 4.11659 -2.52042 0.164
N -0.15532 1.62418 1.81450 -0.044
C -0.85349 2.36723 3.98162 0.025
C -2.15751 0.49484 -2.27659 -0.099
C 0.70834 -2.76240 1.33589 -0.083
C 3.23363 -3.34747 -4.20976 0.059
C -1.68707 0.21853 2.93953 -0.087
H -3.45161 -1.61129 2.15776 0.154
N 0.06346 1.87168 -0.96484 -0.094
H -4.12661 0.59310 1.65383 0.154
```

**Kohn-Sham gap (alpha / beta)**: 0.2942 / 0.1866 Ha
**Total charge**: +3
**Energy**: -2758.28316 Ha
**2S+1**: 2
**E_LUMO (alpha / beta)**: -7.90 / -10.82 eV
**Highest occupied orbital energy (alpha / beta)**: -0.58466 / -0.58439 hartree